Arrangement A

The following is a quantum chemistry calculation of a cluster of 2 separate species, C7H16N in total, from OMol25.

The value obtained for the HOMO-LUMO gap (spin up / spin down) is 6.939 / 8.456 eV. The value obtained for the molar mass is 114.21 g mol⁻¹. The calculation puts the HOMO energy (spin up / spin down) at -13.1665 / -13.8952 eV. The total charge is +1.

Geometry (Å):
C (3.15608, -0.55256, -0.33754)
C (2.36770, -0.69771, 0.63974)
C (-1.02723, -1.78199, -0.13417)
C (-2.41370, 0.27949, 0.24909)
C (0.20025, 0.65218, -1.32761)
C (0.25259, 1.63186, 0.87022)
C (-1.06436, -0.40596, 0.51936)
N (0.03838, 0.43776, 0.08458)
H (4.19487, -0.88123, -0.30077)
H (2.88700, -0.11585, -1.29367)
H (2.01110, -0.97903, 1.59983)
H (-0.01865, -2.18705, -0.12167)
H (-1.67003, -2.45723, 0.41991)
H (-1.39222, -1.75192, -1.15573)
H (-3.21344, -0.35218, 0.61766)
H (-2.56438, 0.43256, -0.81559)
H (-2.47681, 1.23423, 0.76056)
H (1.16842, 1.11829, -1.51810)
H (0.13955, -0.28843, -1.86693)
H (-0.55712, 1.33546, -1.72030)
H (1.25320, 2.02296, 0.69056)
H (-0.46218, 2.41828, 0.60645)
H (0.14292, 1.41260, 1.93082)
H (-0.95194, -0.52451, 1.60329)

Arrangement B

The following is a quantum chemistry calculation of a cluster of 2 separate species, C7H16N in total, from OMol25.

The value obtained for the HOMO-LUMO gap is 5.846 eV. The value obtained for the molar mass is 114.21 g mol⁻¹. The calculation puts the HOMO energy at -12.4200 eV. The total charge is +1.

Geometry (Å):
C (1.05756, -1.74585, -2.98276)
C (1.03595, -0.28841, -2.34717)
C (0.73726, -0.48209, -0.88932)
C (0.72148, 0.46885, 1.37269)
C (0.78055, 0.58685, -0.02467)
C (0.57485, 1.96038, -0.43554)
C (0.85043, 1.61454, 2.35909)
N (-3.94959, -1.73193, 2.63671)
H (1.58438, -1.68560, -3.97830)
H (1.45034, -2.61431, -2.44954)
H (0.44842, 0.32862, -3.00646)
H (2.08809, 0.12460, -2.43598)
H (0.08286, -1.35856, -0.74251)
H (-4.10986, -2.10186, 3.55016)
H (1.23297, -0.41073, 1.68489)
H (1.35354, 2.48307, 0.12059)
H (-0.39887, 2.22140, 0.05786)
H (0.49877, 2.15896, -1.50768)
H (1.52333, 2.39183, 1.94029)
H (-0.10439, 2.08245, 2.63135)
H (1.30182, 1.29856, 3.27524)
H (-4.30394, -2.47147, 1.97655)
H (-4.50284, -0.84164, 2.47997)
H (0.04688, -1.98768, -3.28546)

Verdict on stability: arrangement A comes out at the bottom.

Arrangement A

The following is a quantum chemistry calculation of a structure of composition C7H16N, from OMol25.

The value obtained for the HOMO-LUMO gap is 6.105 eV. The value obtained for the molar mass is 114.21 g mol⁻¹. The calculation puts the HOMO energy at -12.2691 eV. The total charge is +1.

Geometry (Å):
C (-1.60406, -2.45275, 2.68726)
C (-1.36802, -1.32613, 2.09245)
C (0.32657, -1.15171, 0.31396)
C (0.67153, -0.49517, -1.99364)
C (1.63230, 1.62302, -0.16682)
C (-0.57946, 2.26727, -0.86670)
C (-0.05736, -0.09413, -0.68182)
N (0.23366, 1.24840, -0.24415)
H (-2.36517, -2.49222, 3.45964)
H (-1.11312, -3.38875, 2.47962)
H (-1.79538, -0.35079, 2.23607)
H (-0.54249, -1.24599, 1.20724)
H (0.34522, -2.15384, -0.09596)
H (1.21743, -0.92935, 0.89005)
H (1.73397, -0.64723, -1.82916)
H (0.53941, 0.30425, -2.71681)
H (0.24058, -1.40376, -2.40294)
H (2.24297, 0.79982, 0.18579)
H (2.02031, 1.95328, -1.13549)
H (1.73286, 2.44536, 0.53674)
H (-1.62966, 2.11278, -0.61874)
H (-0.27565, 3.24189, -0.49020)
H (-0.47403, 2.27952, -1.95948)
H (-1.13241, -0.14377, -0.88692)

Arrangement B

The following is a quantum chemistry calculation of a cluster of 2 separate species, C7H16N in total, from OMol25.

The value obtained for the HOMO-LUMO gap is 6.114 eV. The value obtained for the molar mass is 114.21 g mol⁻¹. The calculation puts the HOMO energy at -12.5796 eV. The total charge is +1.

Geometry (Å):
C (2.21740, -1.62930, -1.91495)
C (0.96489, -1.77092, -1.17099)
C (0.69581, -0.55039, -0.38144)
C (-0.50757, 1.48191, 0.14031)
C (-0.35213, 0.35303, -0.64699)
C (-1.19722, 0.21598, -1.88308)
C (-1.25930, 2.76803, -0.08354)
N (-0.55722, -0.61443, 4.95715)
H (2.73915, -2.59512, -2.25509)
H (2.07656, -0.89220, -2.65600)
H (0.83340, -2.75051, -0.57101)
H (0.15386, -1.85653, -1.87528)
H (1.46865, -0.24557, 0.30027)
H (0.31261, -0.80034, 5.54039)
H (0.00523, 1.40885, 1.10906)
H (-0.50023, 0.19257, -2.82069)
H (-1.51615, 1.28379, -1.96673)
H (-1.76598, -0.78004, -1.82184)
H (-0.96143, 3.29543, -0.97916)
H (-2.41604, 2.65313, -0.13690)
H (-0.98024, 3.52590, 0.71214)
H (-1.34803, -1.08416, 5.47836)
H (-0.49655, -1.12617, 4.05739)
H (2.92454, -1.13802, -1.17083)

Verdict on stability: arrangement A comes out at the bottom.

Arrangement A

The following is a quantum chemistry calculation of a structure of composition C2H3P3, from OMol25.

The value obtained for the HOMO-LUMO gap is 9.024 eV. The value obtained for the molar mass is 119.97 g mol⁻¹. The calculation puts the HOMO energy at -9.2206 eV.

Geometry (Å):
C (-0.78984, 1.03708, 0.38031)
C (-0.83342, -0.98731, 0.29584)
P (0.63681, 1.77494, 0.07899)
P (0.64659, -1.65862, 0.08544)
P (1.98026, 0.10479, -0.02305)
H (-1.67612, 1.57979, 0.28159)
H (-1.83190, -1.60135, 0.34432)
H (1.86761, -0.24932, -1.44344)

Arrangement B

The following is a quantum chemistry calculation of the molecule C2H3P3, from OMol25.

The value obtained for the HOMO-LUMO gap is 8.478 eV. The value obtained for the molar mass is 119.97 g mol⁻¹. The calculation puts the HOMO energy at -8.7148 eV. Its SMILES is C#P=[PH]=P#C.

Geometry (Å):
C (0.79652, 0.11497, 1.07297)
P (1.29313, 1.25368, -0.00714)
P (0.05024, 0.94482, -1.72028)
P (-1.12120, -0.82355, -1.24055)
C (-0.70750, -1.24504, 0.29046)
H (0.96704, -0.30812, 2.06625)
H (-0.66726, 2.05558, -1.54895)
H (-0.61096, -1.99235, 1.08725)

Verdict on stability: arrangement B comes out at the bottom.

Arrangement A

The following is a quantum chemistry calculation of a cluster of 2 separate species, C4H7N3O2 in total, from OMol25.

The value obtained for the HOMO-LUMO gap is 10.540 eV. The value obtained for the molar mass is 129.12 g mol⁻¹. The calculation puts the HOMO energy at -10.1179 eV. Its SMILES is N#C[C@@H]1NC/C1=N\O.O.

Geometry (Å):
N (-2.11377, 1.81411, -0.40552)
C (-1.52424, 0.79984, -0.53802)
C (-0.44143, -0.11177, -0.97614)
N (-0.43189, -1.41607, -0.28127)
C (1.00877, -1.30491, 0.05860)
C (0.96250, 0.11494, -0.43981)
N (1.71350, 1.12628, -0.47866)
O (2.91302, 0.89984, 0.16404)
H (-0.45892, -0.16909, -2.07730)
H (-0.67483, -2.20213, -0.87563)
H (1.67890, -1.94539, -0.53609)
H (1.23915, -1.43301, 1.12583)
H (3.39029, 1.73480, 0.10510)
O (-2.69464, 0.49694, 1.83209)
H (-2.75838, 1.47775, 1.36062)
H (-1.80802, 0.11787, 1.96216)

Arrangement B

The following is a quantum chemistry calculation of the molecule C4H7N3O2, from OMol25.

The value obtained for the HOMO-LUMO gap (spin up / spin down) is 8.630 / 7.985 eV. The value obtained for the molar mass is 129.12 g mol⁻¹. The calculation puts the HOMO energy (spin up / spin down) at -10.1061 / -10.1151 eV.

Geometry (Å):
C (1.63869, -0.06822, -0.88342)
C (1.38471, 1.30251, -1.18356)
C (0.13508, -0.17846, 0.97864)
C (-1.15147, -1.02705, 0.58824)
N (1.11376, -0.72172, 0.03104)
N (-0.02230, 1.20152, 0.89742)
N (0.67804, 1.66269, -2.38396)
O (0.54428, 2.87162, -2.61023)
O (0.26765, 0.73929, -3.04098)
H (2.19106, -0.79527, -1.51736)
H (1.92223, 2.00086, -0.73060)
H (0.40518, -0.45429, 2.04900)
H (-1.99358, -0.85417, 1.26975)
H (-0.93699, -2.05195, 0.68110)
H (-1.34962, -0.66550, -0.48293)
H (-0.77170, 1.44444, 0.25731)

Verdict on stability: arrangement B comes out at the bottom.